Molecular formula: C5H8N2
Method: DFT, the ωB97M-V functional and the def2-TZVPD basis

The geometry in ORCA input format:
```
! RIJCOSX wB97M-V def2-TZVPD def2/J DEFGRID3
* xyz 0 1
C -0.484 -2.074 -0.793
N -0.396 -0.626 -0.582
C -1.278 -0.005 0.360
C -0.574 0.978 0.956
C 0.771 1.000 0.413
N 1.738 1.928 0.861
C 1.037 -0.008 -0.479
H -1.509 -2.357 -1.053
H 0.208 -2.331 -1.594
H -0.180 -2.581 0.123
H -2.309 -0.322 0.468
H -0.966 1.664 1.703
H 1.392 2.881 0.877
H 2.558 1.880 0.266
H -0.261 -0.112 -1.490
*
```

## Properties
HOMO level = -7.549 eV
molecular weight = 96.13 g/mol
energy relative to the best compared isomer or geometry (same formula, charge and spin) = 373.6 kJ/mol

Molecular formula: C8H28AlB3O4S2
Method: DFT, the ωB97M-V functional and the def2-TZVPD basis

The geometry in ORCA input format:
```
! RIJCOSX wB97M-V def2-TZVPD def2/J DEFGRID3
* xyz 0 1
Al -2.602 -0.734 1.573
B -3.259 0.594 -1.013
H -3.400 1.132 -1.938
H -2.420 1.124 -0.590
H -4.108 0.648 -0.349
H -2.931 -0.415 -1.208
B -2.147 -3.390 0.238
H -1.837 -3.322 1.269
H -1.405 -3.016 -0.451
H -2.330 -4.444 0.098
H -3.022 -2.769 0.123
B -0.162 -1.550 3.398
H 0.726 -0.946 3.500
H -1.034 -1.004 3.724
H -0.407 -1.866 2.396
H -0.083 -2.408 4.047
C 1.133 -2.610 -2.749
C 0.338 -1.695 -3.664
C -0.541 -0.749 -2.871
S 0.415 -0.238 -1.359
O -0.200 -0.576 -0.088
O 1.087 1.053 -1.556
C 1.734 -1.566 -1.677
H 1.750 -3.262 -3.367
H 0.505 -3.420 -2.380
H -0.367 -2.183 -4.337
H 1.109 -1.074 -4.118
H -1.447 -1.295 -2.606
H -0.935 0.112 -3.411
H 2.072 -1.912 -0.701
H 2.568 -1.046 -2.149
C 2.175 3.526 0.651
C 2.636 2.323 1.483
C 1.595 2.162 2.663
S -0.024 2.638 2.021
O -0.703 3.471 2.959
O -0.593 1.421 1.472
C 0.647 3.649 0.592
H 2.571 3.283 -0.335
H 2.572 4.485 0.982
H 3.611 2.686 1.807
H 2.907 1.404 0.962
H 1.839 2.937 3.390
H 1.581 1.142 3.046
H 0.179 4.622 0.748
H 0.211 3.075 -0.226
*
```

## Properties
HOMO level = -10.295 eV
molecular weight = 311.86 g/mol
energy relative to the best compared isomer or geometry (same formula, charge and spin) = 386.9 kJ/mol

Molecular formula: C3H3N2O2S
Method: DFT, the ωB97M-V functional and the def2-TZVPD basis

The geometry in ORCA input format:
```
! RIJCOSX wB97M-V def2-TZVPD def2/J DEFGRID3
* xyz -1 1
C -0.686 0.473 0.929
N -0.980 0.386 -0.445
S -2.384 1.732 -0.967
C -0.306 -0.446 -1.165
O -0.227 -0.793 -2.298
N 0.974 -1.072 -0.316
C 2.150 -1.061 -0.051
O 3.270 -0.756 0.090
H -1.351 -0.085 1.661
H 0.344 0.185 1.198
H -0.802 1.437 1.365
*
```

## Properties
HOMO level = -3.936 eV
molecular weight = 131.14 g/mol
energy relative to the best compared isomer or geometry (same formula, charge and spin) = 161.1 kJ/mol
SMILES string = CN([S-])C(=O)N=C=O

Molecular formula: C15H10ClN2O3S
Method: DFT, the ωB97M-V functional and the def2-TZVPD basis

The geometry in ORCA input format:
```
! RIJCOSX wB97M-V def2-TZVPD def2/J DEFGRID3
* xyz -1 1
N -5.596 0.808 1.587
C -4.437 0.647 1.524
C -3.004 0.453 1.459
C -2.454 -0.819 1.620
C -1.072 -1.005 1.630
C -0.245 0.102 1.483
S 1.550 -0.128 1.392
O 1.757 -1.453 0.871
O 2.063 1.036 0.707
C 2.341 0.001 3.111
Cl 3.947 -0.756 3.093
C 1.475 -0.620 4.177
O 1.078 0.087 5.109
N 1.227 -1.930 3.929
C 1.031 -2.800 4.938
C 0.054 -3.833 4.778
C -0.227 -4.717 5.806
C 0.504 -4.663 6.998
C 1.483 -3.671 7.200
C 1.744 -2.758 6.197
C -0.770 1.370 1.239
C -2.153 1.541 1.237
H -3.115 -1.677 1.735
H -0.651 -2.000 1.763
H 2.448 1.076 3.283
H -0.504 -3.872 3.839
H -1.006 -5.475 5.667
H 0.301 -5.382 7.792
H 2.024 -3.628 8.155
H 2.478 -1.958 6.333
H -0.108 2.213 1.063
H -2.578 2.526 1.053
*
```

## Properties
HOMO level = -3.854 eV
molecular weight = 333.78 g/mol
energy relative to the best compared isomer or geometry (same formula, charge and spin) = 0.0 kJ/mol
SMILES string = N#Cc1ccc(S(=O)(=O)[C@H](Cl)/C([O-])=N/c2ccccc2)cc1

Molecular formula: C3HNO3
Method: DFT, the ωB97M-V functional and the def2-TZVPD basis

The geometry in ORCA input format:
```
! RIJCOSX wB97M-V def2-TZVPD def2/J DEFGRID3
* xyz 0 1
C 1.590 -0.318 0.922
C 1.079 -1.182 -1.404
C -2.114 0.980 0.730
N 1.355 -0.461 -0.432
O 0.760 -1.730 -2.354
O -1.093 0.954 1.220
O -3.145 1.009 0.271
H 1.568 0.749 1.047
*
```

## Properties
HOMO level = -8.822 eV
molecular weight = 99.05 g/mol
energy relative to the best compared isomer or geometry (same formula, charge and spin) = 188.0 kJ/mol

Molecular formula: C36H74Br6F6N8O9S2
Method: DFT, the ωB97M-V functional and the def2-TZVPD basis

The geometry in ORCA input format:
```
! RIJCOSX wB97M-V def2-TZVPD def2/J DEFGRID3
* xyz 0 1
C 1.881 0.949 -3.834
C 2.292 2.421 -3.588
N 3.700 2.501 -2.871
C 4.866 2.037 -3.789
C 3.928 3.994 -2.486
C 4.156 5.003 -3.714
C 3.657 1.593 -1.561
C 4.562 2.026 -0.421
O 5.907 1.867 -0.904
C 6.926 2.310 0.022
H 1.648 0.419 -2.911
H 2.675 0.502 -4.432
H 0.987 0.937 -4.458
H 1.635 2.944 -2.893
H 2.359 3.016 -4.499
H 4.924 0.950 -3.859
H 5.781 2.219 -3.225
H 4.705 2.507 -4.758
H 4.752 4.137 -1.787
H 3.059 4.291 -1.899
H 3.476 4.963 -4.565
H 5.167 5.081 -4.114
H 4.124 6.022 -3.328
H 3.770 0.569 -1.918
H 2.629 1.709 -1.218
H 4.347 1.458 0.484
H 4.421 3.047 -0.064
H 6.832 3.374 0.238
H 7.929 2.125 -0.361
H 6.790 1.900 1.023
C -2.009 -0.661 -2.128
F -1.586 -1.877 -2.490
F -1.535 0.267 -2.998
F -3.280 -0.657 -2.080
S -1.239 -0.115 -0.400
O 0.166 0.057 -0.668
O -1.993 1.097 -0.021
N -1.480 -1.467 0.604
S -1.044 -0.975 1.998
O 0.136 -0.084 2.034
O -2.105 -0.524 2.875
C -0.424 -2.625 2.850
F -0.327 -2.360 4.098
F -1.409 -3.595 2.699
F 0.760 -3.011 2.416
C -0.384 -4.956 -0.927
O -0.683 -6.104 -1.106
N 0.874 -4.459 -1.164
C 1.310 -3.180 -0.891
C 1.884 -5.399 -1.657
H -1.036 -4.168 -0.520
H 0.643 -2.452 -0.428
H 1.692 -2.829 -1.850
H 2.169 -3.349 -0.243
H 2.600 -5.716 -0.899
H 1.514 -6.386 -1.935
H 2.338 -5.008 -2.568
C 0.634 3.466 0.712
O 1.842 3.487 0.409
N -0.260 4.365 0.244
C -1.607 4.348 0.719
C 0.212 5.536 -0.504
H 0.294 2.618 1.326
H -1.692 3.668 1.567
H -2.317 3.902 0.023
H -2.167 5.274 0.847
H 0.239 6.449 0.091
H 1.180 5.284 -0.939
H -0.539 5.831 -1.237
C 3.763 1.969 3.263
O 4.494 2.964 3.022
N 4.185 0.727 3.719
C 3.447 -0.491 3.473
C 5.585 0.562 4.074
H 2.663 1.983 3.225
H 2.384 -0.319 3.309
H 3.346 -1.202 4.293
H 3.835 -1.094 2.651
H 6.028 1.555 4.137
H 5.751 0.097 5.046
H 6.174 -0.036 3.378
C 0.348 5.020 -5.055
O 0.928 5.154 -3.954
N -0.527 4.088 -5.411
C -1.052 4.000 -6.779
C -0.950 3.057 -4.327
H 0.544 5.751 -5.855
H -0.751 4.794 -7.463
H -2.129 4.157 -6.729
H -0.719 3.081 -7.262
H -0.507 3.244 -3.349
H -2.018 3.272 -4.286
H -0.926 1.985 -4.525
C -2.975 -7.809 3.425
C -3.201 -6.290 3.267
C -2.938 -5.444 4.564
C -3.819 -5.823 5.610
N -4.541 -6.135 6.453
H -3.797 -8.425 3.058
H -2.614 -8.265 4.347
H -2.171 -8.185 2.793
H -4.209 -6.106 2.896
H -2.516 -5.929 2.499
H -3.161 -4.406 4.316
H -1.918 -5.542 4.936
C -2.421 2.045 5.429
C -2.696 0.792 6.267
C -3.659 1.063 7.450
C -5.015 1.550 7.084
N -6.027 1.956 6.804
H -3.360 2.468 5.074
H -1.811 1.742 4.577
H -2.007 2.926 5.918
H -1.723 0.509 6.668
H -3.020 -0.094 5.720
H -3.273 1.808 8.146
H -3.770 0.156 8.044
Br 0.692 -2.992 -4.506
C -0.691 -3.754 -5.723
C -1.874 -4.267 -5.000
Br -3.336 -4.627 -6.270
H -0.237 -4.589 -6.257
H -0.911 -2.897 -6.359
H -2.126 -3.404 -4.383
H -1.689 -5.062 -4.278
Br -5.309 3.592 1.127
C -4.575 1.896 1.875
C -4.918 0.651 1.049
Br -6.854 0.371 0.854
H -4.719 1.727 2.942
H -3.519 2.151 1.958
H -4.557 -0.270 1.506
H -4.490 0.550 0.052
Br -4.707 -3.212 2.227
C -3.731 -3.545 0.521
C -4.387 -4.725 -0.269
Br -5.770 -4.169 -1.569
H -2.682 -3.650 0.795
H -3.732 -2.636 -0.080
H -4.817 -5.384 0.485
H -3.570 -5.202 -0.811
*
```

## Properties
HOMO level = -9.245 eV
molecular weight = 1420.58 g/mol

Molecular formula: C33H37ClO2OsSi2
Method: DFT, the ωB97M-V functional and the def2-TZVPD basis

The geometry in ORCA input format:
```
! RIJCOSX wB97M-V def2-TZVPD def2/J DEFGRID3
* xyz 2 5
C -2.157 -0.132 4.537
C -0.811 -0.488 4.829
C 0.004 0.649 4.586
H -0.475 -1.428 5.254
C -0.843 1.705 4.134
C -2.172 1.221 4.096
H -3.054 1.813 3.867
H -3.025 -0.752 4.729
H 1.064 0.729 4.789
H -0.530 2.724 3.940
Os -0.977 0.124 2.919
Si 0.740 0.594 -3.089
C 1.727 -0.695 -4.014
C 1.653 -0.982 -5.390
H 0.879 -0.530 -6.016
C 2.596 -1.830 -5.987
H 2.600 -1.982 -7.073
C 3.550 -2.491 -5.192
H 4.272 -3.176 -5.646
C 3.582 -2.261 -3.811
H 4.293 -2.792 -3.167
C 2.717 -1.326 -3.246
H 2.805 -1.086 -2.181
C 1.168 2.152 -3.955
C 2.542 2.279 -4.203
H 3.174 1.384 -4.192
C 3.109 3.541 -4.390
H 4.192 3.621 -4.509
C 2.284 4.671 -4.424
H 2.730 5.659 -4.533
C 0.885 4.520 -4.336
H 0.243 5.398 -4.439
C 0.317 3.261 -4.116
H -0.766 3.119 -4.043
H 1.231 0.871 -1.701
Si -0.904 -0.215 0.499
C -0.193 1.457 1.060
C 1.217 1.598 1.231
H 1.849 0.704 1.268
C 1.754 2.876 1.369
H 2.823 2.982 1.571
C 0.937 4.006 1.249
H 1.382 5.002 1.294
C -0.446 3.868 1.060
H -1.081 4.752 1.017
C -1.021 2.610 0.924
H -2.085 2.471 0.722
C 0.401 -1.578 0.357
C 0.881 -1.888 1.644
H 0.316 -1.498 2.538
C 2.019 -2.675 1.815
H 2.372 -2.877 2.827
C 2.659 -3.208 0.681
H 3.548 -3.831 0.798
C 2.149 -2.957 -0.602
H 2.652 -3.372 -1.478
C 0.995 -2.177 -0.779
H 0.559 -2.010 -1.774
H -0.691 0.205 -3.081
Cl -2.301 -0.194 -0.986
C -2.198 -3.524 3.707
O -2.078 -2.691 2.548
C -3.190 -2.872 1.662
C -4.349 -1.992 2.068
O -3.890 -0.631 2.065
C -4.970 0.245 2.405
H -1.383 -3.272 4.401
H -3.167 -3.362 4.220
H -2.126 -4.582 3.405
H -2.849 -2.582 0.656
H -3.501 -3.932 1.684
H -5.181 -2.104 1.347
H -4.697 -2.264 3.082
H -5.399 -0.030 3.389
H -5.775 0.182 1.652
H -4.586 1.273 2.459
*
```

## Properties
HOMO level (alpha / beta) = -11.320 / -13.859 eV
molecular weight = 747.51 g/mol
energy relative to the best compared isomer or geometry (same formula, charge and spin) = 175.9 kJ/mol

Molecular formula: C17H14BrCdNO4
Method: DFT, the ωB97M-V functional and the def2-TZVPD basis

The geometry in ORCA input format:
```
! RIJCOSX wB97M-V def2-TZVPD def2/J DEFGRID3
* xyz -2 1
C -1.657 -0.808 -0.932
C -1.601 -1.332 0.426
C -1.853 -0.238 1.307
H -1.570 -2.390 0.696
C -2.081 0.929 0.536
C -1.966 0.589 -0.836
H -2.193 1.245 -1.673
H -1.706 -1.420 -1.835
H -1.979 -0.302 2.384
H -2.344 1.910 0.941
Cd 0.657 -0.959 -0.372
Br 2.148 -2.378 -1.843
C 2.658 0.688 -4.519
C 1.498 1.474 -4.836
C 0.502 0.599 -5.358
H 1.409 2.554 -4.727
C 1.041 -0.731 -5.368
C 2.376 -0.668 -4.863
H 3.052 -1.509 -4.747
H 3.593 1.064 -4.109
H -0.482 0.891 -5.721
H 0.530 -1.625 -5.720
O 0.878 -2.174 2.348
C 0.939 -0.948 2.585
O 1.066 -0.018 1.680
C 0.829 -0.485 4.042
C 0.210 0.747 4.341
C -0.109 1.104 5.657
C 0.303 0.255 6.714
C 0.977 -0.944 6.446
C 1.242 -1.297 5.125
N 0.130 0.635 8.076
O -0.459 1.712 8.316
O 0.566 -0.115 8.982
H -0.064 1.416 3.526
H -0.653 2.020 5.891
H 1.285 -1.564 7.293
H 1.754 -2.240 4.935
*
```

## Properties
HOMO level = -0.287 eV
molecular weight = 488.62 g/mol
energy relative to the best compared isomer or geometry (same formula, charge and spin) = 0.0 kJ/mol

Molecular formula: C5H11N
Method: DFT, the ωB97M-V functional and the def2-TZVPD basis

The geometry in ORCA input format:
```
! RIJCOSX wB97M-V def2-TZVPD def2/J DEFGRID3
* xyz 0 1
C 0.088 -2.283 -0.116
C 0.618 -1.222 0.834
C 1.195 0.008 0.067
C 0.150 0.874 -0.554
C -0.616 1.752 0.101
N -1.549 2.568 -0.505
H -0.525 -3.008 0.423
H 0.911 -2.778 -0.631
H -0.572 -1.877 -0.878
H -0.227 -0.840 1.412
H 1.359 -1.561 1.551
H 1.731 0.612 0.809
H 1.934 -0.341 -0.653
H 0.038 0.695 -1.622
H -0.525 1.833 1.176
H -1.748 2.620 -1.500
H -2.263 2.949 0.088
*
```

## Properties
HOMO level = -7.671 eV
molecular weight = 85.15 g/mol
energy relative to the best compared isomer or geometry (same formula, charge and spin) = 67.6 kJ/mol
SMILES string = CCC/C=C/N

| no. | DFT total energy (eV) |
| --- | --- |
| 1 | -8291.1246 |
| 2 | -47220.2701 |
| 3 | -21069.9355 |
| 4 | -48198.3651 |
| 5 | -10756.8200 |
| 6 | -527105.4658 |
| 7 | -69639.5485 |
| 8 | -102141.2043 |
| 9 | -6852.8280 |